Entry from OMol25: a structure of composition C25H33BHfN3O3 at a distorted geometry (ωB97M-V/def2-TZVPD).

XYZ file:
```
66
Properties=species:S:1:pos:R:3:mulliken_charge:R:1
Hf 0.16775 0.74122 -1.02554 -2.55
C 4.58112 0.77955 -1.05653 -0.95
C 4.92403 0.68015 0.28431 -0.61
C 3.92704 0.69463 1.25638 -0.89
C 2.60955 0.81149 0.86223 0.78
N 2.27581 0.91193 -0.44828 0.59
C 3.24389 0.89201 -1.38107 0.14
C 1.44645 0.81789 1.78099 0.34
C 1.53523 0.81878 3.16144 -0.68
C 0.36323 0.83443 3.90626 -1.39
C -0.86993 0.85285 3.26643 -0.61
C -0.90184 0.85132 1.88388 0.42
N 0.24333 0.82513 1.16218 2.50
C -2.13958 0.82554 1.06801 0.52
C -3.42225 0.81475 1.57876 -0.66
C -4.49660 0.71247 0.69825 -0.80
C -4.25831 0.60784 -0.66428 -0.92
C -2.95067 0.63740 -1.10773 -0.32
N -1.91091 0.76560 -0.26639 1.21
H 5.33129 0.76612 -1.83418 0.49
H 5.96155 0.58482 0.57722 0.52
H 4.19004 0.60458 2.30022 0.50
H 2.93408 0.95538 -2.42142 0.49
H 2.49472 0.81000 3.65697 0.59
H 0.41061 0.83285 4.98763 0.51
H -1.78216 0.86415 3.84440 0.62
H -3.59956 0.86805 2.64307 0.57
H -5.50944 0.69781 1.07927 0.52
H -5.06768 0.49976 -1.37227 0.53
H -2.72337 0.52974 -2.16346 0.51
C -0.78785 2.62910 -3.34307 -0.91
C 0.21205 3.36741 -2.48588 -0.58
O -0.03869 3.01736 -1.10634 -0.43
C -0.74333 4.02527 -0.28682 -0.20
C 0.20028 4.59547 0.74203 -1.13
H -0.66022 2.83415 -4.40634 0.51
H -1.81238 2.86931 -3.06030 0.30
H -0.65710 1.52399 -3.27787 0.40
H 0.18148 4.44740 -2.62231 0.66
H 1.24569 3.06953 -2.70371 0.21
H -1.59484 3.51551 0.16481 0.09
H -1.11961 4.79090 -0.96319 0.63
H 0.63258 3.80464 1.35864 0.15
H -0.34947 5.26942 1.39935 0.47
H 1.00391 5.16411 0.27635 0.35
C 1.33177 -4.35108 -1.40188 -1.88
C 0.66655 -3.48893 -0.34290 1.35
C 1.17889 -3.83446 1.03909 -1.82
O 1.06988 -2.08397 -0.65108 0.01
B 0.04491 -1.53568 -1.37065 0.52
O -1.08079 -2.28611 -1.40330 -0.39
C -0.88419 -3.41695 -0.48092 1.45
C -1.58886 -3.00829 0.80849 -1.47
C -1.52320 -4.65765 -1.06760 -1.72
H 2.41044 -4.20736 -1.35940 0.49
H 0.98385 -4.09823 -2.40377 0.36
H 1.12468 -5.40473 -1.22046 0.41
H 2.26741 -3.86346 1.03291 0.47
H 0.82523 -4.82390 1.33093 0.38
H 0.84864 -3.11848 1.79047 0.31
H -1.12534 -2.11911 1.25013 -0.08
H -1.55937 -3.80935 1.54570 0.43
H -2.63395 -2.79219 0.58569 0.47
H -1.14859 -4.86751 -2.06636 0.39
H -2.60244 -4.52419 -1.12645 0.47
H -1.32548 -5.52019 -0.43074 0.35
```

- Spin multiplicity: 1
- Frontier orbital gap: 0.259 hartree
- Net charge: +3
- LUMO energy: -10.7 eV
- Largest force on an atom: 1.55 eV/Å
- Calculated total energy: -1434.491778 Eh
- Energy above the lowest of the compared OMol25 structures with the same formula, charge and spin: 108.6 kJ/mol
- HOMO energy: -17.70 eV


Entry from OMol25: a structure of composition C25H33BrHfN10PSe at a distorted geometry (ωB97M-V/def2-TZVPD).

XYZ file:
```
72
Properties=species:S:1:pos:R:3:mulliken_charge:R:1
Hf -0.39428 0.04589 -0.57629 -1.01
Br 2.18455 3.42391 5.30301 -0.04
C 1.29848 2.23624 4.15911 -0.30
C 0.47722 1.23523 4.68005 -0.75
C -0.18419 0.36859 3.83549 -0.98
C -0.03482 0.48246 2.45077 0.41
C 0.80272 1.49252 1.94052 0.44
C 1.46240 2.36204 2.77802 -1.28
N -0.65867 -0.34244 1.49853 1.12
C -1.37639 -1.38880 1.77230 -0.03
C -1.91860 -2.18459 0.68730 0.48
C -2.68497 -3.31519 0.92294 -0.84
C -3.12837 -4.07229 -0.15583 -0.52
C -2.78672 -3.68268 -1.44498 -0.79
C -2.03577 -2.53391 -1.61757 0.04
N -1.61240 -1.78609 -0.58499 0.45
H 0.35917 1.14268 5.75120 0.49
H -0.82642 -0.38630 4.27088 0.47
H 0.95455 1.58353 0.85273 0.75
H 2.11189 3.13521 2.38962 0.58
H -1.55035 -1.72224 2.79060 0.45
H -2.92726 -3.59553 1.94010 0.57
H -3.73112 -4.95686 0.00664 0.49
H -3.10404 -4.25712 -2.30399 0.50
H -1.76525 -2.18639 -2.60849 0.28
C 5.06860 -1.76631 0.53995 -0.93
N 3.94126 -2.59058 0.97443 0.21
C 3.72569 -3.66351 0.00413 -0.89
N 3.48240 -3.13590 -1.33838 0.17
C 4.60745 -2.29378 -1.74435 -0.92
N 4.82659 -1.20940 -0.78870 0.23
C 3.82157 -0.20194 -0.81441 -1.28
P 2.13606 -0.95523 -0.31256 2.27
C 2.76342 -1.82893 1.25814 -1.18
C 2.21821 -2.47038 -1.45525 -1.06
H 5.95828 -2.39315 0.49808 0.30
H 5.24554 -0.96480 1.25838 0.37
H 2.88242 -4.28136 0.31790 0.37
H 4.61830 -4.28675 -0.02244 0.29
H 4.42639 -1.88157 -2.73790 0.38
H 5.50637 -2.90722 -1.78348 0.30
H 3.73146 0.23189 -1.81125 0.42
H 4.05936 0.59056 -0.10316 0.48
H 1.97566 -2.48360 1.63993 0.48
H 2.98354 -1.06698 2.00931 0.43
H 2.06028 -2.14442 -2.48654 0.42
H 1.41438 -3.15981 -1.18097 0.46
Se -0.19622 -0.84556 -5.18907 0.13
C -0.05159 -0.24124 -3.62604 0.42
N 0.03764 0.20360 -2.49111 -0.62
C -1.03007 3.02871 -0.96863 -0.82
N -1.78381 1.73082 -0.62624 0.72
C -2.77073 1.49629 -1.79477 -0.77
N -3.62390 2.61697 -2.00158 0.15
C -2.81956 3.80269 -2.32130 -0.70
N -1.92281 4.11532 -1.20334 0.13
C -2.72393 4.36566 0.00054 -0.78
N -3.51900 3.17671 0.33130 0.20
C -2.66010 2.06812 0.59054 -0.67
C -4.41312 2.87662 -0.79234 -0.71
H -0.42660 2.84541 -1.86153 0.44
H -0.38708 3.27871 -0.12022 0.33
H -3.37180 0.61386 -1.55273 0.30
H -2.18736 1.31857 -2.69722 0.36
H -3.47897 4.64927 -2.50002 0.36
H -2.23649 3.62192 -3.22586 0.33
H -3.39197 5.20495 -0.18086 0.33
H -2.07014 4.61909 0.83692 0.33
H -3.25957 1.18531 0.82954 0.26
H -1.99939 2.30350 1.42789 0.27
H -5.07160 3.72513 -0.96516 0.33
H -5.02642 2.00488 -0.55731 0.34
```

- Spin multiplicity: 1
- Frontier orbital gap: 0.181 hartree
- Net charge: +3
- LUMO energy: -11.0 eV
- Largest force on an atom: 2.47 eV/Å
- Calculated total energy: -6883.914538 Eh
- Energy above the lowest of the compared OMol25 structures with the same formula, charge and spin: 54.0 kJ/mol
- HOMO energy: -15.95 eV


Entry from OMol25: a structure of composition C25H33BrN2OS at a distorted geometry (ωB97M-V/def2-TZVPD).

XYZ file:
```
63
Properties=species:S:1:pos:R:3:mulliken_charge:R:1
C -0.20779 -5.54053 -0.03321 -1.59
H 0.48124 -6.04733 0.60717 0.35
H -0.07046 -5.61469 -1.01429 0.54
H -1.22938 -6.07318 0.06923 0.37
C -0.61760 -3.91651 0.49098 0.33
C -0.82933 -4.06427 1.88739 -2.38
H -1.56994 -4.68412 1.99776 0.83
H -0.20604 -4.54421 2.48777 0.54
H -1.25739 -3.16814 2.21285 0.26
C 0.79758 -3.26026 0.29355 -0.84
C 0.67751 -2.00010 0.52214 -0.26
N -0.51465 -1.22300 -0.21902 1.44
C -1.54827 -0.49912 0.69630 0.68
O -1.45515 -0.87002 1.87341 -0.61
C -2.71462 -0.00775 -0.13198 -1.80
H -2.87268 -0.71706 -0.87822 0.36
H -3.29352 0.33196 0.70919 0.51
C -2.10568 1.29598 -0.85285 -0.19
N -1.70237 0.85522 -2.06300 0.05
C -0.18013 0.32579 -2.06397 -0.58
H 0.29993 0.97705 -1.44144 0.11
C -0.22077 -1.15315 -1.64240 -1.75
H -1.22222 -1.65359 -1.98844 0.40
H 0.67160 -1.66800 -1.92168 0.50
H -0.11736 0.22871 -3.10969 0.84
C -1.77408 2.00835 -3.01687 -0.46
H -2.80474 2.33583 -3.24718 0.34
C -1.25224 3.27486 -2.69812 -1.05
C 0.39488 3.46930 -2.44120 0.45
C 1.27181 3.15445 -3.32140 0.44
C 2.49101 2.99703 -3.09713 -0.76
C 2.87756 3.42533 -1.83621 -0.40
C 2.08912 3.65432 -0.78726 -1.00
C 0.72165 3.86110 -1.10486 -0.36
H 0.02941 4.06132 -0.35440 0.59
H 2.42476 3.71817 0.19151 0.61
H 3.87504 3.35917 -1.56094 0.40
H 3.52593 2.80625 -3.82756 0.19
H 0.88042 2.88267 -4.40236 0.19
H -1.29483 3.99167 -3.66445 0.43
H -1.60131 3.84841 -1.72131 0.28
H -1.02071 1.64244 -4.13693 0.21
H -1.47099 1.88474 -0.27275 0.10
H -3.05405 1.97892 -1.01714 0.53
C 1.94731 -1.13320 0.29573 -1.64
H 2.74491 -1.52200 1.21530 0.33
H 2.38618 -1.06767 -0.50851 1.16
S 1.97900 0.80417 0.92103 -0.16
C 1.01986 0.70033 2.32274 0.22
C 0.30337 1.78091 2.39501 -0.88
C -0.49198 1.89544 3.73509 -0.84
C -0.27436 0.95945 4.72390 0.10
C 0.55757 -0.11496 4.69579 -0.44
C 1.47117 -0.07841 3.43872 -0.36
H 2.19760 -0.90043 3.35413 0.35
H 1.04632 -0.88103 5.37184 0.35
Br -1.22096 1.20772 6.33968 -0.21
H -1.07705 2.74553 3.80904 0.59
H 0.08513 2.43798 1.74789 1.22
H 0.66356 -1.79916 1.85703 -0.20
H 1.50794 -3.66302 0.93377 0.61
H 1.20921 -3.40386 -0.73348 0.15
H -1.35598 -3.63177 -0.08571 0.87
```

- Spin multiplicity: 1
- Frontier orbital gap: 0.309 hartree
- Net charge: 0
- LUMO energy: 0.2 eV
- Largest force on an atom: 16.03 eV/Å
- Calculated total energy: -4128.769138 Eh
- HOMO energy: -8.20 eV


Q: Which of these has the lowest LUMO energy?
A: C25H33BrHfN10PSe


Q: largest force on an atom of number 2 (C25H33BrHfN10PSe)?
A: 2.47 eV/Å


Q: What is the formula in the third record?
A: C25H33BrN2OS